1.
DFT (wB97M-V/def2-TZVPD) results for a structure of composition C2H8AlO6P.

## Properties
Charge: -1
Molecular weight (g mol⁻¹): 186.036
Expectation value of S²: 0.767
LUMO energy (alpha / beta) (eV): 2.2 / 2.2
HOMO (alpha / beta) (eV): -4.0 / -3.1
Spin multiplicity: 2

```
18
Properties=species:S:1:pos:R:3:forces:R:3:mulliken_charge:R:1
Al 0.17511 -0.70025 1.31042 -1.9 -1.5 -1.2 0.739
P -2.55800 -2.74252 0.13881 -0.5 -1.0 1.3 0.765
O -2.80915 -4.25605 0.54012 0.8 1.7 -0.7 -0.632
O -2.59309 -1.81861 1.34863 0.7 0.9 1.7 -0.727
O -3.80421 -2.34505 -0.68709 0.1 0.0 -1.0 -0.564
O -1.19785 -2.43871 -0.51254 0.9 -0.1 -0.8 -0.641
C 0.99603 2.98548 2.39790 -1.4 -0.3 -0.1 -0.600
O 1.47714 1.93580 1.56027 0.5 0.8 0.3 -0.395
H 0.06642 2.62230 2.83612 0.2 -0.1 0.4 0.228
H 1.67562 3.31711 3.18293 0.2 -0.1 -0.1 0.246
H 0.65677 3.81495 1.77743 0.3 0.3 0.0 0.292
H 2.09088 2.41578 0.99942 0.3 -0.6 -0.5 0.262
C 1.15985 -0.22784 -2.69710 1.4 0.0 -0.4 -0.647
O 0.71442 -0.76652 -1.52754 -0.7 -1.1 1.8 -0.373
H 1.22992 0.83634 -2.47190 -0.4 0.4 -1.4 0.157
H 2.16730 -0.58415 -2.91202 0.5 0.1 -0.1 0.230
H 0.54967 -0.70774 -3.46226 -0.1 1.4 -0.8 0.319
H 0.00316 -1.34032 -1.82159 -0.8 -0.8 1.5 0.341
```
Forces are in eV/Å.

***

2.
DFT (wB97M-V/def2-TZVPD) results for a cluster of 2 separate species, C2H8B3Br2O4PS in total.

## Properties
Molecular weight (g mol⁻¹): 351.367
Structure (SMILES): O=[PH2]B1OBOB(S)O1.BrCCBr
LUMO energy (eV): -1.2
HOMO (eV): -10.1

```
21
Properties=species:S:1:pos:R:3:forces:R:3:mulliken_charge:R:1
O 4.54293 -2.84142 1.47159 -2.6 3.1 1.1 -0.626
P 3.61002 -1.66487 1.96736 3.3 -3.6 -0.8 0.233
B 2.26117 -1.13169 0.68924 -2.7 1.0 -3.5 0.444
O 2.03872 0.29660 0.26745 -2.6 -2.9 3.2 -0.375
B 0.64292 0.55585 0.76989 0.3 -1.3 -2.3 0.539
O -0.48837 -0.34182 0.34902 3.8 -0.9 2.4 -0.375
B -0.00894 -1.70283 0.65995 0.6 0.8 -1.4 0.462
S -0.89536 -2.92963 1.78642 0.1 1.6 0.3 -0.340
O 1.30864 -2.11096 0.05572 -0.5 2.9 3.7 -0.269
H 4.40788 -0.47819 2.23555 -1.0 -0.6 0.2 0.089
H 2.86619 -2.08410 3.16268 0.4 0.9 -0.8 0.085
H 0.42768 1.47473 1.50789 0.0 -0.2 -0.4 -0.060
H -1.59039 -2.09001 2.71462 0.9 -0.7 -1.7 0.156
Br -0.72817 2.46717 -3.58570 0.0 0.0 0.1 -0.119
C -1.80384 1.40235 -2.35566 0.1 -0.1 -0.2 -0.157
C -3.12235 2.07711 -2.05705 -0.1 0.0 0.2 -0.592
Br -2.89346 3.54781 -0.79661 0.0 0.0 -0.1 -0.153
H -1.19313 1.22942 -1.46497 -0.3 0.1 -0.2 -0.060
H -1.96546 0.45089 -2.87011 0.0 0.2 0.1 0.358
H -3.80746 1.38308 -1.56240 0.2 0.1 -0.1 0.349
H -3.60923 2.49050 -2.94488 0.2 -0.1 0.2 0.410
```
Forces are in eV/Å.

***

3.
DFT (wB97M-V/def2-TZVPD) results for a cluster of 2 separate species, C2H8BN in total.

## Properties
Molecular weight (g mol⁻¹): 56.905
LUMO energy (eV): 0.8
HOMO (eV): -8.0
Relative energy (zero: lowest compared OMol25 entry of this formula, charge and spin) (kJ/mol): 310.8

```
12
Properties=species:S:1:pos:R:3:forces:R:3:mulliken_charge:R:1
B 1.08729 -0.55275 -1.22861 -1.7 1.1 3.0 0.157
C -1.31332 0.07188 0.93943 -0.1 0.6 3.7 -0.733
C 0.03076 -0.58861 0.88646 0.7 -1.8 -3.2 -0.996
N 1.06047 0.82641 -1.36627 -0.1 -0.7 -0.4 -0.304
H 1.51932 -1.28314 -2.05230 -0.1 -0.4 0.2 -0.039
H -1.20166 1.08414 1.44468 -0.4 -0.6 -1.6 0.222
H -1.71036 -0.03894 -0.03142 -1.3 0.7 -0.8 0.268
H -2.00981 -0.40484 1.78209 1.3 0.4 -2.0 0.278
H 0.83314 -0.14695 1.39766 0.9 0.4 1.0 0.411
H -0.13776 -1.63191 1.08480 0.7 -0.5 0.2 0.305
H 1.17182 1.30748 -2.23863 0.3 0.3 -0.1 0.199
H 0.67011 1.35723 -0.61788 -0.2 0.5 0.0 0.232
```
Forces are in eV/Å.

***

4.
DFT (wB97M-V/def2-TZVPD) results for a structure of composition C2H8BeO4.

## Properties
Molecular weight (g mol⁻¹): 105.094
LUMO energy (eV): -0.3
HOMO (eV): -8.0
Relative energy (zero: lowest compared OMol25 entry of this formula, charge and spin) (kJ/mol): 0.0

```
15
Properties=species:S:1:pos:R:3:forces:R:3:mulliken_charge:R:1
Be -0.15073 0.55067 0.07187 1.0 -0.6 0.5 -0.152
O -0.07873 -0.58133 1.15287 -0.9 1.0 0.1 -0.513
C 0.58027 -1.54833 0.37587 -1.2 -1.2 1.0 -0.250
C 0.07227 -1.32233 -1.02313 2.2 -0.2 -1.0 -0.225
O 0.39827 0.02167 -1.26513 -0.2 1.2 -0.2 -0.523
H 0.31227 -2.59033 0.70787 0.5 0.7 0.0 0.276
H 1.63827 -1.30233 0.52187 0.3 -0.8 -0.7 0.141
H -0.99873 -1.37633 -1.10013 -0.8 -1.0 0.2 0.140
H 0.57827 -2.00433 -1.75313 -0.5 0.4 0.3 0.301
O -1.69373 1.22267 -0.10413 0.3 0.7 -0.4 -0.177
H -1.83073 1.90167 -0.76313 0.3 0.2 -0.6 0.329
H -2.50573 1.19167 0.37587 -0.6 -0.5 1.0 0.326
O 0.97027 1.87167 0.63187 0.3 0.7 0.4 -0.348
H 0.77227 2.23267 1.50787 -0.2 -0.2 -0.1 0.338
H 1.93627 1.73267 0.66287 -0.7 -0.3 -0.4 0.337
```
Forces are in eV/Å.

***

5.
DFT (wB97M-V/def2-TZVPD) results for the ion C2H8BrNP with charge +1.

## Properties
Charge: +1
Molecular weight (g mol⁻¹): 156.971
Structure (SMILES): [NH3+]CCPBr
LUMO energy (eV): -4.0
HOMO (eV): -12.9
Relative energy (zero: lowest compared OMol25 entry of this formula, charge and spin) (kJ/mol): 0.0

```
13
Properties=species:S:1:pos:R:3:forces:R:3:mulliken_charge:R:1
C 0.12700 -0.77798 0.02763 -0.3 0.2 0.3 -0.394
C -0.06830 0.70118 -0.00013 -1.6 0.5 2.5 -1.226
N 1.12615 -1.22615 -1.04407 0.2 -0.1 -0.2 -0.286
P -1.27172 1.13793 1.89167 1.5 -0.4 -2.3 0.184
Br -1.40594 3.30500 1.61198 0.0 0.2 0.0 -0.088
H 0.51983 -1.09680 0.99278 0.1 -0.1 -0.2 0.341
H -0.81269 -1.29907 -0.15311 0.2 -0.1 -0.1 0.293
H -0.66385 1.08063 -0.81885 -0.1 0.0 -0.1 0.466
H 0.83160 1.27678 0.16862 0.2 0.1 0.0 0.509
H 0.70227 -1.88085 -1.71097 0.2 0.1 0.1 0.363
H 1.94349 -1.68224 -0.62250 -0.2 0.1 -0.2 0.354
H 1.45083 -0.39832 -1.56304 0.0 -0.3 0.1 0.373
H -2.47866 0.85991 1.21999 -0.1 -0.1 -0.1 0.110
```
Forces are in eV/Å.

***

6.
DFT (wB97M-V/def2-TZVPD) results for a cluster of 2 separate species, C2H8Cl4N3P2 in total.

## Properties
Charge: +1
Molecular weight (g mol⁻¹): 277.867
LUMO energy (eV): -5.6
HOMO (eV): -11.4
Relative energy (zero: lowest compared OMol25 entry of this formula, charge and spin) (kJ/mol): 87.9

```
19
Properties=species:S:1:pos:R:3:forces:R:3:mulliken_charge:R:1
C 0.11981 3.47505 3.16195 -0.1 -2.6 2.3 0.055
C 0.32283 -1.56587 -3.70075 2.8 0.3 -0.2 -0.700
N 0.19977 -1.04199 -0.03766 -0.6 -2.4 -1.6 -0.205
N -0.10963 2.56313 4.09838 -1.5 7.2 -1.6 -0.136
N 0.68271 -2.34418 -2.46761 0.2 -0.1 0.0 -0.312
P -0.16456 0.53812 -0.09085 0.5 -0.8 -3.6 0.215
P -0.07465 -2.30932 -1.00186 0.7 3.1 0.8 0.714
Cl -2.20692 0.66310 -0.08355 -0.9 0.1 0.0 -0.225
Cl 0.14115 0.90868 1.79856 0.7 0.1 3.1 -0.407
Cl -2.01336 -2.55833 -1.30320 -0.1 -0.2 -0.3 -0.137
Cl 0.60345 -3.93256 -0.15293 0.2 -0.5 0.5 -0.162
H 0.56073 3.17823 2.24436 0.8 -0.5 -0.4 0.275
H -0.09537 4.49574 3.22761 -0.9 1.3 0.8 0.310
H -0.83321 2.76733 4.79366 0.8 -0.2 0.3 0.303
H 1.37732 -1.50765 -4.24615 -2.5 -0.2 0.6 0.284
H -0.43836 -2.08388 -4.31896 0.5 0.5 0.5 0.256
H 0.10880 -0.50378 -3.45304 -0.4 -0.7 -0.3 0.287
H 0.11434 1.68810 3.84995 0.9 -4.4 -0.6 0.288
H 1.70516 -2.42992 -2.31790 -1.0 0.0 -0.2 0.297
```
Forces are in eV/Å.